1.
A structure of composition C23H27ClIO2P2Re. Source: OMol25; level of theory: the ωB97M-V functional and the def2-TZVPD basis.

Geometry as XYZ:
```
57
C23H27ClIO2P2Re (the ωB97M-V functional and the def2-TZVPD basis)
C -0.11601 -4.38588 -4.64729
I 0.51423 -2.55842 -3.49106
H -1.18735 -4.55179 -4.61349
H 0.44991 -5.19886 -4.18665
H 0.24717 -4.18095 -5.65105
Re -0.16552 -0.73521 -1.97702
P -0.25079 0.78839 -3.58904
C 1.30516 1.23095 -4.45685
C -1.37755 0.34895 -4.98386
H -1.80495 2.44751 -2.63796
H -1.06208 3.02776 -4.15237
H -0.12412 3.04084 -2.63528
C -0.87039 2.49044 -3.21918
H -2.39737 0.21682 -4.59179
H -1.36114 1.17609 -5.70912
H 1.07020 1.89039 -5.29502
H 1.80370 0.32138 -4.82081
H -1.04787 -0.59199 -5.45210
H 1.97152 1.74083 -3.74793
C 1.79481 -0.48640 -1.88504
O 2.95512 -0.35373 -1.74038
Cl -2.52475 -0.30278 -1.70882
O -0.13006 -0.97695 0.07763
P 0.00706 -0.25746 1.41716
C 1.62902 0.49816 1.50781
C 2.70661 -0.28257 1.98059
C 3.97849 0.28356 2.13073
C 4.18070 1.62538 1.77966
C 3.12581 2.39548 1.26927
C 1.84891 1.83662 1.14077
C -1.39619 0.83413 1.68062
C -2.37201 0.49736 2.64362
C -3.48684 1.31647 2.84197
C -3.64375 2.47659 2.06788
C -2.68895 2.81255 1.09750
C -1.58085 1.98512 0.89998
C -0.03720 -1.41704 2.76626
C -0.48696 -2.73213 2.58914
C -0.64276 -3.56732 3.70114
C -0.34399 -3.09449 4.98449
C 0.14699 -1.79461 5.16131
C 0.31141 -0.96311 4.05375
H 2.54404 -1.33196 2.26518
H 4.79855 -0.33482 2.52001
H 5.16799 2.07257 1.89853
H 3.28812 3.43091 0.95255
H 1.02578 2.43803 0.74964
H -2.24809 -0.40208 3.25309
H -4.22649 1.04110 3.60067
H -4.52837 3.10977 2.21111
H -2.81202 3.70865 0.48202
H -0.86962 2.22869 0.10958
H -0.70817 -3.09398 1.58990
H -1.00556 -4.58993 3.57160
H -0.48243 -3.73532 5.85636
H 0.39887 -1.43117 6.15791
H 0.71007 0.03943 4.18268
```

Results
frontier orbital gap (spin up / spin down) = 4.13 / 3.08 eV
multiplicity = 4
charge = +3
LUMO (spin up / spin down) = -12.5 / -13.5 eV
HOMO energy (spin up / spin down) = -16.62 / -16.60 eV
F_max = 8.176 eV/A

---

2.
A structure of composition C46H42N3O4S3Ti. Source: OMol25; level of theory: the ωB97M-V functional and the def2-TZVPD basis.

Geometry as XYZ:
```
99
C46H42N3O4S3Ti (the ωB97M-V functional and the def2-TZVPD basis)
Ti 0.07510 0.23938 -0.43612
S -1.49342 1.43402 -1.91858
C -0.66469 1.24019 -3.44944
C -1.07938 2.01739 -4.53320
C -0.50421 1.85897 -5.77604
C 0.48383 0.89703 -5.95673
C 0.90999 0.12996 -4.89237
C 0.36691 0.30574 -3.61862
S 1.01662 -0.68614 -2.30864
H -1.86575 2.74112 -4.36983
H -0.82497 2.47413 -6.60320
H 0.92397 0.75088 -6.93099
H 1.68251 -0.61296 -5.01789
C -0.52402 -8.53661 1.01690
O 0.53942 -7.66559 1.33685
C 0.49495 -6.99787 2.51020
C 1.48374 -6.02228 2.69010
C 1.43181 -5.17041 3.76404
C 0.40230 -5.28472 4.70871
C -0.48348 -6.35527 4.60851
C -0.45981 -7.18914 3.50656
N 0.17793 -4.35669 5.73122
N 0.25038 -3.13356 5.56999
C 0.40058 -2.47170 4.35078
C 1.34648 -1.47208 4.24585
C 1.56772 -0.80747 3.03977
C 0.91110 -1.17936 1.87929
O 1.11016 -0.56533 0.72486
C -0.02149 -2.26769 1.94397
N -0.48342 -2.77743 0.78229
C -1.30851 -3.79253 0.84483
C -1.90855 -4.22567 2.03805
C -1.47812 -3.69124 3.22083
C -0.38628 -2.79946 3.20440
H -0.36166 -8.84307 -0.01455
H -1.48901 -8.02398 1.09091
H -0.52683 -9.42086 1.66022
H 2.26012 -5.93570 1.94469
H 2.18938 -4.41021 3.88807
H -1.24865 -6.47851 5.35932
H -1.19029 -7.97980 3.42724
H 1.96047 -1.26094 5.10889
H 2.30951 -0.02193 3.00051
H -1.54380 -4.27859 -0.08982
H -2.68905 -4.97005 2.01183
H -1.94416 -3.95039 4.15943
C -2.91565 5.68592 3.33328
C -1.79782 4.92075 2.71014
C -1.58382 4.93738 1.33909
C -0.59360 4.16969 0.74953
C -0.30406 4.33424 -0.69614
C 0.18239 3.28540 1.56753
C 1.01911 2.29322 1.00648
O 0.91272 1.83597 -0.17310
C 0.07825 3.39715 2.98850
C 0.97120 2.64858 3.92945
C -0.91678 4.18690 3.51371
H -3.46233 6.26887 2.59648
H -2.53738 6.35056 4.10855
H -3.61051 4.99614 3.81394
H -2.18699 5.58335 0.71530
H -0.61033 5.31650 -1.04938
H -0.86645 3.58906 -1.27700
H 0.75118 4.18275 -0.91841
H 1.81898 1.85311 1.61662
H 1.97817 2.53334 3.53920
H 0.57282 1.65571 4.14264
H 1.03660 3.18909 4.87080
H -1.02928 4.24876 4.58650
O -1.52461 -0.30109 0.34355
S -2.85922 -1.05291 0.33412
C -3.30466 -1.32551 -1.43089
C -2.89369 -2.66294 -1.95691
C -1.85473 -2.79040 -2.87012
C -1.52399 -4.03616 -3.38039
C -2.23291 -5.16183 -2.99501
C -3.27136 -5.04164 -2.08350
C -3.59692 -3.80065 -1.56496
C -4.00720 0.34966 0.62801
C -5.25592 -0.22175 1.22177
C -6.47166 -0.15997 0.55426
C -7.60062 -0.73698 1.11579
C -7.51536 -1.38531 2.33681
C -6.30339 -1.44825 3.00949
C -5.17696 -0.87099 2.45250
H -2.83866 -0.50222 -1.98083
H -4.39002 -1.22933 -1.45480
H -1.31547 -1.91574 -3.20822
H -0.70939 -4.12676 -4.08249
H -1.98529 -6.12642 -3.41308
H -3.82285 -5.91783 -1.77502
H -4.40224 -3.70242 -0.84819
H -4.16594 0.88201 -0.30841
H -3.46386 0.98493 1.33117
H -6.53462 0.35669 -0.39450
H -8.54763 -0.67857 0.59963
H -8.39250 -1.84544 2.76650
H -6.23754 -1.94541 3.96680
H -4.22638 -0.91251 2.97134
```

Results
frontier orbital gap = 5.51 eV
charge = +1
LUMO = -4.3 eV
HOMO energy = -9.76 eV
F_max = 3.898 eV/A
ΔE to the lowest compared entry with this formula, charge and spin = 2.014 eV

---

3.
A cluster of 8 separate species, C36H88N4O20P4 in total. Source: OMol25; level of theory: the ωB97M-V functional and the def2-TZVPD basis.

Geometry as XYZ:
```
152
C36H88N4O20P4 (the ωB97M-V functional and the def2-TZVPD basis)
C -4.50256 -6.35966 5.36997
C -3.33640 -5.76478 4.62042
O -3.61712 -5.79590 3.19840
P -3.93595 -4.42137 2.47018
O -4.57854 -3.39529 3.27910
O -4.75350 -4.95957 1.21478
C -6.04117 -5.56772 1.39228
C -5.93921 -7.08906 1.45504
O -2.56060 -3.99888 1.77182
C -1.81029 -4.93807 1.01979
C -0.47121 -4.30955 0.66573
H -4.23819 -6.28343 6.42792
H -5.42841 -5.80968 5.20964
H -4.66469 -7.39605 5.07585
H -3.14078 -4.75004 4.97682
H -2.38993 -6.27147 4.81291
H -6.48574 -5.10617 2.27754
H -6.69134 -5.30331 0.55901
H -6.31349 -7.55998 0.55055
H -4.92033 -7.40204 1.68521
H -6.45965 -7.51336 2.31882
H -1.49825 -5.80343 1.61500
H -2.32497 -5.34032 0.14691
H -0.52485 -3.42998 0.01797
H -0.04512 -3.90236 1.58680
H 0.19701 -5.04760 0.22356
C -6.68022 3.49547 -1.05723
C -5.30439 2.83839 -1.19348
O -5.37954 1.42795 -1.38947
P -4.09234 0.51826 -1.15097
O -2.80186 1.20365 -1.26027
O -4.30550 -0.12028 0.31149
C -5.58994 -0.57922 0.72983
C -6.17836 0.36316 1.77782
O -4.39250 -0.68627 -2.15802
C -3.50068 -1.83249 -2.20476
C -4.08863 -2.94597 -1.35684
H -7.38879 3.00121 -1.72043
H -7.05029 3.50602 -0.03322
H -6.58429 4.54741 -1.32751
H -4.73580 3.23368 -2.03680
H -4.75321 3.09416 -0.28397
H -6.29024 -0.73416 -0.09517
H -5.42441 -1.56421 1.16941
H -5.94205 1.41418 1.61570
H -7.26548 0.32577 1.87255
H -5.79286 0.03964 2.74637
H -3.55985 -2.12243 -3.25482
H -2.47264 -1.53363 -2.00387
H -4.19131 -2.60166 -0.33273
H -5.08432 -3.18696 -1.72854
H -3.43508 -3.81033 -1.47497
C 2.97402 -1.03553 3.99297
C 2.71210 0.45315 4.06286
O 2.12188 0.85295 2.79169
P 1.00994 2.01220 2.73372
O 1.25420 3.12688 3.64656
O 1.03944 2.36767 1.16460
C 0.66109 3.65858 0.72144
C -0.76147 4.07551 1.18125
O -0.37305 1.19307 2.85377
C -0.63753 0.26381 1.78196
C -1.30669 -0.96756 2.34732
H 3.55334 -1.34755 4.87052
H 2.06788 -1.63218 3.95389
H 3.70569 -1.29115 3.22284
H 1.94894 0.71311 4.79647
H 3.62327 1.04192 4.15529
H 1.34376 4.40757 1.12015
H 0.60142 3.72800 -0.36159
H -0.70607 4.82154 1.97675
H -1.38237 4.47068 0.37845
H -1.33830 3.26627 1.63482
H -1.35627 0.76295 1.12051
H 0.15243 -0.00194 1.07821
H -1.52373 -1.69586 1.56450
H -0.60272 -1.47268 3.01680
H -2.22148 -0.71472 2.87855
C 4.48387 2.57825 1.41622
C 5.84961 2.66905 2.05181
O 6.09271 4.02404 2.44718
P 7.30086 4.87858 1.81289
O 7.82801 5.94538 2.68837
O 6.65435 5.39470 0.43030
C 5.59015 6.37108 0.45295
C 5.79347 7.34222 -0.69311
O 8.37088 3.85628 1.24330
C 9.69627 3.84950 1.78709
C 9.73035 3.10302 3.12112
H 4.38237 3.12680 0.47449
H 4.11985 1.56969 1.23880
H 3.70009 3.06632 2.00260
H 5.88021 2.02779 2.93492
H 6.61465 2.27774 1.38080
H 4.68755 5.78496 0.25220
H 5.52047 6.78832 1.45737
H 6.11580 6.77410 -1.56356
H 4.85175 7.82542 -0.95738
H 6.49757 8.12762 -0.42213
H 10.34938 3.32315 1.09779
H 10.06721 4.85672 1.96702
H 8.93985 3.41476 3.80071
H 9.75637 2.03188 2.91679
H 10.66907 3.31191 3.64130
C -2.69781 0.03217 -6.24211
N -1.82287 -0.17694 -5.11392
C -1.41601 1.01945 -4.40333
C -1.39487 -1.41548 -4.80615
O -0.68003 -1.68793 -3.86398
H -3.00011 -0.89093 -6.73544
H -2.20188 0.61039 -7.02953
H -3.59786 0.58855 -5.97651
H -2.27143 1.60772 -4.05658
H -0.81155 0.83362 -3.52142
H -0.91385 1.64743 -5.14600
H -1.80982 -2.16790 -5.49197
C 5.12342 -4.70936 -3.08604
N 3.82686 -4.94632 -2.49405
C 2.63904 -4.46796 -3.16516
C 3.73815 -5.60875 -1.31050
O 2.69582 -5.87011 -0.74421
H 5.13000 -5.04956 -4.12543
H 5.99860 -5.11379 -2.58708
H 5.28249 -3.62556 -3.15920
H 2.80141 -3.39295 -3.24304
H 2.53077 -4.91033 -4.15973
H 1.76435 -4.77619 -2.60274
H 4.74416 -5.86540 -0.94365
C 1.66853 -2.01649 -1.05485
N 1.85534 -0.58236 -1.13338
C 3.13731 -0.06268 -0.68548
C 0.96495 0.20405 -1.75596
O 1.14360 1.36866 -2.06501
H 1.57308 -2.39447 -0.03155
H 2.56755 -2.47966 -1.45412
H 0.76972 -2.34971 -1.56989
H 3.19419 -0.08772 0.40325
H 3.89839 -0.74246 -1.08227
H 3.29574 0.93874 -1.07012
H 0.07521 -0.40230 -1.98183
C -1.91735 4.18391 -2.38044
N -1.13987 4.67484 -3.49364
C -1.60494 5.92805 -4.04374
C 0.07884 4.16838 -3.79677
O 0.72378 4.48033 -4.78027
H -1.92840 4.90946 -1.55990
H -1.45952 3.25048 -2.04497
H -2.94930 3.96302 -2.66055
H -0.98411 6.28858 -4.85646
H -2.63535 5.80255 -4.39414
H -1.67888 6.69465 -3.26409
H 0.35191 3.45006 -3.00228
```

Results
frontier orbital gap = 9.38 eV
charge = 0
LUMO = 0.5 eV
HOMO energy = -8.89 eV
F_max = 2.196 eV/A
SMILES string = CCOP(=O)(OCC)OCC.CCOP(=O)(OCC)OCC.CCOP(=O)(OCC)OCC.CCOP(=O)(OCC)OCC.CN(C)C=O.CN(C)C=O.CN(C)C=O.CN(C)C=O
ΔE to the lowest compared entry with this formula, charge and spin = 0.017 eV

---

4.
The molecule C3H4ClFO. Source: OMol25; level of theory: the ωB97M-V functional and the def2-TZVPD basis.

Geometry as XYZ:
```
10
C3H4ClFO (the ωB97M-V functional and the def2-TZVPD basis)
O 1.11468 -1.27576 -0.67047
C 0.62018 0.00207 -0.48113
C 0.17933 0.52897 0.86428
C -0.85454 0.21208 -0.24623
F -1.53400 1.24659 -0.80451
Cl -1.80585 -1.21461 -0.05752
H 0.43399 -1.88159 -0.34979
H 1.17317 0.74407 -1.07196
H 0.32595 -0.00138 1.78527
H 0.34709 1.63956 1.03205
```

Results
frontier orbital gap = 11.02 eV
charge = 0
LUMO = 0.8 eV
HOMO energy = -10.24 eV
F_max = 2.183 eV/A
SMILES string = O[C@@H]1C[C@]1(F)Cl
ΔE to the lowest compared entry with this formula, charge and spin = 0.957 eV